# 1
61
Properties=species:S:1:pos:R:3:forces:R:3 method="wB97M-V/def2-TZVPD" orbital_gap_ev="7.110 / 7.661" total_charge=+1 relative_energy_kcal_mol=9.74 homo_ev="-10.15 / -12.10" s2=6.01 total_energy_ev=-54272.979 spin_multiplicity=5
Pd 0.0333 1.4988 0.9109 -0.2 0.2 0.1
C -2.7115 -1.8369 -1.5190 0.0 0.1 0.0
Si -0.8956 -1.5102 -1.6758 -0.1 0.1 0.0
C -0.3202 -0.9601 -3.3425 0.0 0.0 0.0
C 0.2024 -2.6843 -0.6835 0.1 -0.1 -0.1
C 0.4702 -4.0579 -1.1093 0.0 0.0 0.0
C 1.3318 -4.7647 -0.1643 0.0 0.0 0.0
C 2.3956 -3.8064 1.5160 0.0 0.0 0.1
C 2.3605 -2.3983 1.9724 0.0 0.0 0.0
C 1.9243 -1.4277 1.1633 0.1 -0.2 0.1
Si 1.9861 0.3643 1.8395 0.0 0.0 0.1
C 3.6345 1.1143 1.3957 0.0 0.0 -0.1
C 1.7255 0.3114 3.6888 0.1 -0.1 0.0
H -3.1603 -2.0225 -2.4943 0.0 0.0 0.0
H -3.2149 -0.9728 -1.0793 0.0 0.0 0.0
H -2.9061 -2.6998 -0.8817 0.0 0.0 0.0
H -0.8409 -1.5178 -4.1214 0.0 0.0 0.0
H 0.7516 -1.1024 -3.4752 0.0 0.0 0.0
H -0.5357 0.1007 -3.4851 0.0 0.0 0.0
H 0.2775 -4.4104 -2.1114 0.0 0.0 0.0
H 1.4829 -5.8192 -0.3791 0.0 0.0 0.0
H 3.0384 -4.4277 2.1353 0.0 0.0 0.0
H 2.6688 -2.1746 2.9881 0.0 0.0 0.0
H 4.4079 0.4958 1.8614 0.0 0.0 0.0
H 3.7390 2.1329 1.7673 0.0 0.0 0.0
H 3.8061 1.1194 0.3194 0.0 0.0 0.0
H 2.5639 -0.1873 4.1839 0.0 0.0 0.0
H 0.8046 -0.2115 3.9493 0.0 0.0 0.0
H 1.6682 1.3219 4.0940 0.0 0.0 0.0
O 1.6405 0.4246 -1.3669 0.0 -0.1 0.0
C 1.1171 -0.4702 -0.7786 0.0 -0.1 -0.1
N -0.3343 -0.3324 -0.3384 0.2 -0.2 0.0
C -0.7462 -1.1511 0.8596 0.0 0.0 -0.1
O -1.2011 -0.5648 1.8093 0.0 0.1 -0.1
C -0.4388 -2.5867 0.6603 -0.1 0.1 0.2
C -0.1165 -3.4753 1.6054 0.0 0.0 -0.1
C 0.9614 -4.4860 1.3268 0.0 0.0 0.0
C 2.6989 -3.9592 -0.0148 0.1 0.0 -0.1
C 2.7106 -2.6662 -0.7681 0.0 0.0 0.0
C 1.5855 -1.8139 -0.3295 0.0 0.1 0.0
H -0.4188 -3.3225 2.6353 0.0 0.0 0.0
H 0.8470 -5.3786 1.9361 0.0 0.0 0.0
H 3.5821 -4.5556 -0.2253 0.0 0.0 0.0
H 3.5154 -2.3496 -1.4123 0.0 0.0 0.0
C -1.2692 5.9117 1.2325 0.0 0.0 0.1
C -1.3707 4.5324 0.6544 0.2 -0.1 0.0
O -0.7307 3.6257 1.1803 -0.1 0.0 -0.1
C -2.2255 4.2980 -0.5361 0.0 0.0 0.0
C -3.1280 5.2741 -0.9574 0.0 0.0 0.0
C -3.9512 5.0445 -2.0484 0.0 0.0 0.0
C -3.8653 3.8455 -2.7392 0.0 0.0 0.0
C -2.9578 2.8733 -2.3365 0.0 0.0 0.0
C -2.1455 3.0971 -1.2404 0.0 0.0 0.0
H -0.4964 5.9188 1.9954 0.0 0.0 0.0
H -2.2214 6.1910 1.6874 0.0 0.0 0.0
H -1.0467 6.6473 0.4599 0.0 0.0 0.0
H -3.2038 6.2142 -0.4297 0.0 0.0 0.0
H -4.6562 5.8027 -2.3594 0.0 0.0 0.0
H -4.5018 3.6698 -3.5959 0.0 0.0 0.0
H -2.8838 1.9431 -2.8846 0.0 0.0 0.0
H -1.4371 2.3316 -0.9445 0.0 0.0 0.0

***

# 2
53
Properties=species:S:1:pos:R:3:forces:R:3 method="wB97M-V/def2-TZVPD" orbital_gap_ev=4.813 total_charge=0 relative_energy_kcal_mol=33.19 homo_ev=-5.95 total_energy_ev=-102287.781 spin_multiplicity=1
C -1.6282 2.0427 0.7700 0.1 0.4 0.5
C -1.8456 1.1906 -0.4070 -0.1 -1.1 -0.7
N -2.8912 1.3780 -1.2509 0.4 0.1 0.2
C -3.8498 2.4656 -1.1695 0.1 0.0 0.1
C -2.8752 0.4154 -2.2605 0.5 -0.2 0.1
C -1.7470 -0.4227 -2.0535 -0.8 0.5 0.0
C -1.5611 -1.4745 -2.9435 0.0 -0.3 -0.6
C -2.4615 -1.6547 -4.0030 0.0 0.2 0.1
C -3.5588 -0.7971 -4.1968 0.1 0.3 0.5
C -3.7730 0.2650 -3.3045 -0.1 -0.4 -0.5
C -1.0971 0.0496 -0.8291 -0.6 0.6 0.0
C -0.1010 -0.5825 -0.0702 -0.5 0.7 1.6
C 0.2160 -1.9984 -0.2959 0.8 -1.1 -0.2
C -0.8470 -2.9297 -0.3622 0.2 0.3 0.1
C -0.6067 -4.2898 -0.5045 0.3 0.0 0.0
C 0.7015 -4.7810 -0.5764 -0.1 0.4 0.1
C 1.7656 -3.8761 -0.5069 -0.2 -0.2 -0.1
C 1.5319 -2.5051 -0.3894 -0.3 0.2 0.0
H -0.9868 1.5285 1.4952 -0.1 0.3 -0.2
H -1.1229 2.9782 0.4653 -0.2 -0.3 0.2
H -2.5738 2.2939 1.2844 0.4 -0.1 -0.3
H -4.5540 2.3688 -1.9926 0.0 0.1 0.2
H -4.3955 2.4316 -0.2233 0.0 0.0 -0.1
H -3.3427 3.4314 -1.2497 -0.1 -0.1 0.0
H -0.7169 -2.1497 -2.8173 -0.2 0.1 -0.2
H -2.3170 -2.4761 -4.7055 0.1 0.2 0.2
H -4.2441 -0.9560 -5.0346 0.3 0.1 0.3
H -4.6125 0.9525 -3.4213 0.2 -0.3 -0.1
H 0.1187 -0.1889 0.9387 -0.5 -0.5 -0.7
H -1.8747 -2.5689 -0.3123 0.3 -0.1 0.0
H -1.4501 -4.9716 -0.5732 0.1 0.1 0.1
H 0.8748 -5.8516 -0.6889 0.0 0.3 0.1
H 2.7935 -4.2427 -0.5492 -0.3 0.1 0.0
H 2.3843 -1.8186 -0.3988 -0.4 -0.3 0.0
Cl -0.5136 5.9380 4.2530 -0.2 -0.3 0.0
Zn -1.0804 3.9118 4.3322 0.2 -0.4 0.0
Cl -1.5104 1.8217 4.3713 0.0 0.7 0.0
C 2.7128 2.7558 1.2765 -1.2 -0.3 -0.9
C 1.8243 2.2194 0.3104 1.1 0.8 1.1
C 1.9502 0.8033 0.3300 -0.1 -0.8 -0.8
C 2.8442 0.4332 1.4022 0.9 0.9 0.4
C 3.3482 1.6807 1.9703 -0.3 -0.9 -0.5
C 4.3507 1.6907 2.9470 -0.2 -0.4 0.2
C 4.8631 0.4757 3.4104 -0.4 0.3 -0.3
C 4.3930 -0.7327 2.8613 -0.2 0.1 0.0
C 3.3994 -0.7622 1.8740 0.2 0.0 0.2
H 2.9446 3.7933 1.4687 -0.2 0.1 -0.1
H 1.2094 2.8034 -0.3740 0.3 -0.2 0.1
H 1.7277 0.1730 -0.5412 0.6 0.4 0.1
H 4.6972 2.6450 3.3489 0.0 -0.3 -0.1
H 5.6129 0.4710 4.2038 -0.2 -0.1 -0.3
H 4.8150 -1.6665 3.2314 -0.1 0.1 -0.1
H 3.0601 -1.7107 1.4605 0.2 0.1 0.3

***

# 3
8
Properties=species:S:1:pos:R:3:forces:R:3 method="wB97M-V/def2-TZVPD" orbital_gap_ev=9.429 total_charge=0 relative_energy_kcal_mol=116.10 homo_ev=-9.70 total_energy_ev=-20208.578 spin_multiplicity=1
C 0.3390 -0.8091 0.4024 -0.7 2.7 -0.9
C 0.0459 0.9460 -0.0432 1.0 -2.2 1.1
N -0.4672 -1.3999 -0.3288 0.5 -1.1 0.6
O -0.9360 0.8361 -0.8988 -0.6 0.3 -0.5
O -1.2384 -0.8264 -1.0981 -0.7 0.3 -0.7
Cl 1.4472 -1.3710 1.4961 0.4 -0.3 0.4
H -0.2066 1.3888 0.9245 0.0 0.1 0.0
H 1.0162 1.2355 -0.4541 0.0 0.2 0.0

***

# 4
15
Properties=species:S:1:pos:R:3:forces:R:3 method="wB97M-V/def2-TZVPD" orbital_gap_ev=12.370 total_charge=+1 relative_energy_kcal_mol=85.72 homo_ev=-15.45 total_energy_ev=-11874.053 spin_multiplicity=1
C -2.0441 0.7039 0.3985 -0.8 3.7 -4.5
C 1.6827 -0.6872 -0.4580 -4.3 -1.2 0.1
N -1.7484 -0.4965 -0.4611 0.4 -1.2 3.6
O 2.8461 -0.9167 -0.7950 5.3 1.3 -0.8
O 0.6736 -1.3190 -0.8337 1.7 0.7 0.2
O 2.6331 0.8600 0.7821 2.1 1.2 -0.9
O 1.4320 0.2762 0.4193 -1.0 0.7 1.3
H -3.1580 0.8073 0.2087 1.3 0.4 0.9
H -1.8071 0.5995 1.4033 0.5 -0.6 1.6
H -1.5348 1.7123 -0.0459 -1.1 -2.6 1.1
H -0.7011 -0.8880 -0.5685 -0.8 0.6 0.5
H -2.3761 -1.1304 0.0808 1.1 -0.6 -1.0
H 3.5549 -0.1576 -0.4984 -2.5 -2.4 -0.5
H -2.1412 -0.4450 -1.3486 -0.9 0.5 -2.1
H 2.6884 1.0810 1.7164 -1.0 -0.4 0.6

***

Please write out number 1 again, unchanged.
61
Properties=species:S:1:pos:R:3:forces:R:3 method="wB97M-V/def2-TZVPD" orbital_gap_ev="7.110 / 7.661" total_charge=+1 relative_energy_kcal_mol=9.74 homo_ev="-10.15 / -12.10" s2=6.01 total_energy_ev=-54272.979 spin_multiplicity=5
Pd 0.0333 1.4988 0.9109 -0.2 0.2 0.1
C -2.7115 -1.8369 -1.5190 0.0 0.1 0.0
Si -0.8956 -1.5102 -1.6758 -0.1 0.1 0.0
C -0.3202 -0.9601 -3.3425 0.0 0.0 0.0
C 0.2024 -2.6843 -0.6835 0.1 -0.1 -0.1
C 0.4702 -4.0579 -1.1093 0.0 0.0 0.0
C 1.3318 -4.7647 -0.1643 0.0 0.0 0.0
C 2.3956 -3.8064 1.5160 0.0 0.0 0.1
C 2.3605 -2.3983 1.9724 0.0 0.0 0.0
C 1.9243 -1.4277 1.1633 0.1 -0.2 0.1
Si 1.9861 0.3643 1.8395 0.0 0.0 0.1
C 3.6345 1.1143 1.3957 0.0 0.0 -0.1
C 1.7255 0.3114 3.6888 0.1 -0.1 0.0
H -3.1603 -2.0225 -2.4943 0.0 0.0 0.0
H -3.2149 -0.9728 -1.0793 0.0 0.0 0.0
H -2.9061 -2.6998 -0.8817 0.0 0.0 0.0
H -0.8409 -1.5178 -4.1214 0.0 0.0 0.0
H 0.7516 -1.1024 -3.4752 0.0 0.0 0.0
H -0.5357 0.1007 -3.4851 0.0 0.0 0.0
H 0.2775 -4.4104 -2.1114 0.0 0.0 0.0
H 1.4829 -5.8192 -0.3791 0.0 0.0 0.0
H 3.0384 -4.4277 2.1353 0.0 0.0 0.0
H 2.6688 -2.1746 2.9881 0.0 0.0 0.0
H 4.4079 0.4958 1.8614 0.0 0.0 0.0
H 3.7390 2.1329 1.7673 0.0 0.0 0.0
H 3.8061 1.1194 0.3194 0.0 0.0 0.0
H 2.5639 -0.1873 4.1839 0.0 0.0 0.0
H 0.8046 -0.2115 3.9493 0.0 0.0 0.0
H 1.6682 1.3219 4.0940 0.0 0.0 0.0
O 1.6405 0.4246 -1.3669 0.0 -0.1 0.0
C 1.1171 -0.4702 -0.7786 0.0 -0.1 -0.1
N -0.3343 -0.3324 -0.3384 0.2 -0.2 0.0
C -0.7462 -1.1511 0.8596 0.0 0.0 -0.1
O -1.2011 -0.5648 1.8093 0.0 0.1 -0.1
C -0.4388 -2.5867 0.6603 -0.1 0.1 0.2
C -0.1165 -3.4753 1.6054 0.0 0.0 -0.1
C 0.9614 -4.4860 1.3268 0.0 0.0 0.0
C 2.6989 -3.9592 -0.0148 0.1 0.0 -0.1
C 2.7106 -2.6662 -0.7681 0.0 0.0 0.0
C 1.5855 -1.8139 -0.3295 0.0 0.1 0.0
H -0.4188 -3.3225 2.6353 0.0 0.0 0.0
H 0.8470 -5.3786 1.9361 0.0 0.0 0.0
H 3.5821 -4.5556 -0.2253 0.0 0.0 0.0
H 3.5154 -2.3496 -1.4123 0.0 0.0 0.0
C -1.2692 5.9117 1.2325 0.0 0.0 0.1
C -1.3707 4.5324 0.6544 0.2 -0.1 0.0
O -0.7307 3.6257 1.1803 -0.1 0.0 -0.1
C -2.2255 4.2980 -0.5361 0.0 0.0 0.0
C -3.1280 5.2741 -0.9574 0.0 0.0 0.0
C -3.9512 5.0445 -2.0484 0.0 0.0 0.0
C -3.8653 3.8455 -2.7392 0.0 0.0 0.0
C -2.9578 2.8733 -2.3365 0.0 0.0 0.0
C -2.1455 3.0971 -1.2404 0.0 0.0 0.0
H -0.4964 5.9188 1.9954 0.0 0.0 0.0
H -2.2214 6.1910 1.6874 0.0 0.0 0.0
H -1.0467 6.6473 0.4599 0.0 0.0 0.0
H -3.2038 6.2142 -0.4297 0.0 0.0 0.0
H -4.6562 5.8027 -2.3594 0.0 0.0 0.0
H -4.5018 3.6698 -3.5959 0.0 0.0 0.0
H -2.8838 1.9431 -2.8846 0.0 0.0 0.0
H -1.4371 2.3316 -0.9445 0.0 0.0 0.0